# 1
Density functional theory data (ωB97M-V/def2-TZVPD) for a molecular structure, C10H13Cl9F9MgNaO9S3 at a distorted geometry.

Properties
HOMO energy	-10.541	eV
Kohn-Sham gap	9.128	eV

ORCA input file:
```
! wB97M-V def2-TZVPD RIJCOSX def2/J DEFGRID3
* xyz 0 1
Na -4.084 -0.564 1.889
Mg 0.413 -2.730 1.734
C -2.203 -3.549 -1.948
F -2.179 -2.354 -2.552
F -3.314 -4.163 -2.324
F -1.117 -4.234 -2.295
S -2.249 -3.288 -0.096
O -3.136 -2.135 0.095
O -2.814 -4.506 0.477
O -0.846 -3.033 0.264
C 0.583 1.739 1.310
F 1.051 1.762 2.554
F -0.032 2.879 1.040
F 1.617 1.579 0.473
S -0.607 0.308 1.093
O -0.764 0.155 -0.329
O 0.068 -0.831 1.712
O -1.801 0.597 1.853
C -1.776 -2.950 5.470
F -1.062 -1.831 5.596
F -1.003 -3.962 5.814
F -2.815 -2.897 6.266
S -2.308 -3.147 3.686
O -3.311 -2.115 3.456
O -1.045 -2.911 2.956
O -2.785 -4.497 3.613
Cl 1.355 6.150 1.693
C 2.642 5.234 0.851
C 3.965 5.363 1.560
Cl 3.878 4.782 3.250
H 2.713 5.693 -0.136
H 2.385 4.198 0.644
H 4.389 6.364 1.502
H 4.723 4.737 1.087
Cl 2.024 -2.417 0.086
C 1.773 -1.775 -1.564
C 2.130 -2.780 -2.608
Cl 3.919 -2.933 -2.802
H 2.309 -0.830 -1.552
H 0.712 -1.507 -1.567
H 1.809 -2.382 -3.569
H 1.748 -3.778 -2.432
Cl 1.560 -0.041 -4.156
C 1.090 1.655 -3.965
C 1.422 2.185 -2.590
Cl 1.096 3.912 -2.471
H 0.010 1.725 -4.109
H 1.544 2.230 -4.768
H 2.467 1.958 -2.366
H 0.842 1.733 -1.786
C -2.949 1.383 -1.909
Cl -2.058 2.878 -1.826
Cl -2.435 0.319 -3.207
Cl -4.695 1.694 -2.159
H -2.847 0.928 -0.934
*
```

# 2
Density functional theory data (ωB97M-V/def2-TZVPD) for 2 unconnected molecules or ions with the total composition C3H11NOS2.

Properties
HOMO energy	-8.153	eV
energy relative to the best compared isomer or geometry (same formula, charge and spin)	5.6	kcal/mol
Kohn-Sham gap	8.702	eV
SMILES string	C[C@@H](N)CSS.O

ORCA input file:
```
! wB97M-V def2-TZVPD RIJCOSX def2/J DEFGRID3
* xyz 0 1
C 0.694 -1.541 -1.710
C 0.702 -0.389 -0.720
N 0.186 0.841 -1.318
C 0.025 -0.814 0.586
S 0.570 0.244 1.973
S 0.003 -1.116 3.425
H -0.307 -1.947 -1.851
H 1.038 -1.219 -2.686
H 1.325 -2.341 -1.334
H 1.759 -0.221 -0.449
H 0.195 1.578 -0.614
H -0.807 0.704 -1.517
H -1.069 -0.767 0.554
H 0.313 -1.835 0.824
H -0.111 -0.237 4.428
O -1.192 3.070 0.365
H -1.349 3.447 -0.507
H -1.977 2.542 0.551
*
```

# 3
Density functional theory data (ωB97M-V/def2-TZVPD) for a single C3H5FO molecule at a distorted geometry.

Properties
HOMO energy	-9.491	eV
energy relative to the best compared isomer or geometry (same formula, charge and spin)	94.4	kcal/mol
Kohn-Sham gap	10.546	eV
SMILES string	C=C(C)OF

ORCA input file:
```
! wB97M-V def2-TZVPD RIJCOSX def2/J DEFGRID3
* xyz 0 1
C 0.284 -1.474 0.491
C 0.177 -0.298 -0.072
C -0.677 0.901 0.187
O 1.114 -0.134 -1.164
F 1.295 1.195 -1.476
H 1.114 -2.046 0.180
H -0.550 -1.802 1.161
H -1.742 0.612 0.376
H -0.367 1.562 1.087
H -0.648 1.485 -0.770
*
```